Molecular formula: C8H10
Method: DFT, ωB97M-V with the def2-TZVPD basis set

Cartesian coordinates (Å):
C1 -1.3533 -0.1907 -1.2087
C2 -0.8501 0.4761 1.3984
C3 2.1899 0.4064 0.0685
C4 -1.4262 -1.1594 -0.2478
C5 -0.9128 1.1108 -0.9530
C6 2.0982 -0.8891 -0.3372
C7 -1.1717 -0.8788 1.1125
C8 -0.6161 1.5554 0.3621
H1 2.2436 -1.5233 0.5651
H2 -0.1107 2.5575 0.4633
H3 -1.6196 -0.5045 -2.2891
H4 1.7864 -1.4561 -1.2696
H5 -0.7183 0.9417 2.4425
H6 2.2073 1.2061 -0.7271
H7 -1.3891 -1.7162 1.7392
H8 2.4234 0.4368 1.1722
H9 -1.7988 -2.1777 -0.4180
H10 -0.9822 1.8049 -1.8734

Properties
E_HOMO: -9.0 eV
SMILES: c1ccccc1.C=C
2S+1: 1
E_LUMO: 1.083 eV
HOMO-LUMO gap: 10.10 eV

***

Molecular formula: C8H10AuN2S
Method: DFT, ωB97M-V with the def2-TZVPD basis set

Cartesian coordinates (Å):
Au1 -0.2357 0.9634 0.2374
S1 0.0812 -2.5271 2.1146
N1 0.9409 0.7146 2.5109
N2 1.6608 -4.7393 2.8567
C1 0.7456 1.8697 -1.5527
C2 1.6188 -0.1412 -0.7057
C3 -1.9917 0.6177 0.5481
C4 0.7207 -0.4366 -1.7917
C5 -2.4152 -0.2247 -0.3602
C6 0.1638 0.7818 -2.2707
C7 1.6605 1.3182 -0.5568
C8 0.9706 -3.7684 2.5268
H1 0.6302 2.9210 -1.7583
H2 0.1869 1.6795 2.5141
H3 -2.9684 0.2013 -1.2837
H4 -2.1801 1.7875 0.8591
H5 2.2343 -0.8379 -0.1643
H6 2.3628 1.8640 0.0422
H7 -0.5188 0.8756 -3.0991
H8 -1.9086 -0.1543 1.6136
H9 0.5276 -1.4292 -2.1643
H10 -2.2861 -1.3357 -0.1161

Properties
E_HOMO (spin up / spin down): -3.5 / -3.5 eV
2S+1: 3
E_LUMO (spin up / spin down): 2.541 / 1.871 eV
total charge: -1
HOMO-LUMO gap (spin up / spin down): 6.03 / 5.33 eV

***

Molecular formula: C8H10BF4LaN
Method: DFT, ωB97M-V with the def2-TZVPD basis set

Cartesian coordinates (Å):
La1 -0.2684 0.0156 0.7210
F1 -1.2702 0.0536 3.9740
F2 0.5994 -1.2322 4.3734
F3 0.5697 0.9708 5.1262
F4 0.7485 0.5394 2.7377
N1 1.1173 1.3156 -0.5788
C1 0.9553 -2.0326 -0.7250
C2 -1.2102 -2.4209 -0.0214
C3 0.1637 -2.6818 0.2669
C4 0.8300 2.6963 -2.5533
C5 0.2689 2.1122 -1.4335
C6 -1.0889 2.2027 -1.0669
C7 0.0741 -1.3656 -1.6229
C8 -1.2655 -1.6062 -1.1966
B1 0.0840 0.0297 4.2861
H1 -1.3472 2.3956 -0.0071
H2 -1.8453 2.2513 -1.8232
H3 2.0979 1.3095 -0.8729
H4 0.5335 -3.3581 1.0380
H5 0.3673 -0.8368 -2.5292
H6 2.0336 -2.1312 -0.8528
H7 -2.0670 -2.8106 0.5284
H8 0.1767 3.1545 -3.2929
H9 -2.1682 -1.2475 -1.6927
H10 1.9110 2.6768 -2.7825

Properties
E_HOMO (spin up / spin down): -2.4 / -2.4 eV
2S+1: 1
E_LUMO (spin up / spin down): 2.578 / 2.578 eV
total charge: -1
HOMO-LUMO gap (spin up / spin down): 4.99 / 4.99 eV

***

Molecular formula: C8H10Br2NO
Method: DFT, ωB97M-V with the def2-TZVPD basis set

Cartesian coordinates (Å):
Br1 -2.7737 1.9892 -1.3402
Br2 -2.7393 -0.1781 1.4131
O1 0.8182 1.9327 0.8367
N1 -0.2174 -1.0194 -0.2195
C1 0.2919 -2.3373 -0.5084
C2 -1.0192 2.2318 -0.6658
C3 1.5414 0.4642 -0.6665
C4 0.4164 -0.0943 -1.1774
C5 0.1796 -0.3890 1.0574
C6 1.3323 0.6010 0.7821
C7 -0.5227 1.7408 0.5021
C8 -0.9558 0.6157 1.4562
H1 -0.2726 2.8670 -1.2455
H2 0.2992 -1.2358 1.8174
H3 -0.8915 1.0519 2.4455
H4 2.2719 0.9742 -1.2268
H5 1.3231 -2.6555 -0.4099
H6 -1.2335 -1.0791 -0.3383
H7 0.0703 -2.5257 -1.6137
H8 0.3092 -0.3573 -2.3155
H9 -0.4363 -3.0141 -0.0321
H10 2.2088 0.4171 1.4491

Properties
E_HOMO: -12.9 eV
SMILES: C[N@@H+]1C=C[C@H]2O/C(=C/Br)[C@@H](Br)[C@H]21
2S+1: 1
E_LUMO: -3.233 eV
total charge: +1
HOMO-LUMO gap: 9.64 eV

***

Molecular formula: C8H10BrN2O
Method: DFT, ωB97M-V with the def2-TZVPD basis set

Cartesian coordinates (Å):
Br1 0.9743 3.0058 -0.1616
O1 3.6542 -1.2260 1.4099
N1 3.3504 -1.6241 -1.4134
N2 2.7205 -0.6128 0.4939
C1 -2.8820 1.0951 1.3111
C2 -3.4836 0.0579 0.5974
C3 2.5561 -0.8160 -0.7680
C4 0.2133 1.4323 -0.7053
C5 -1.6447 -0.0382 -0.9519
C6 -0.9595 0.9472 -0.1734
C7 -1.6468 1.4920 0.9648
C8 -2.8000 -0.5951 -0.4610
H1 -4.4374 -0.3233 1.1048
H2 3.1452 -1.9133 1.8123
H3 -0.9971 2.1768 1.7351
H4 -3.3369 -1.2028 -1.2142
H5 4.2267 -2.0581 -1.0209
H6 3.2209 -1.9818 -2.4026
H7 2.1541 0.0254 0.9961
H8 0.6461 1.0828 -1.5145
H9 -3.5929 1.6278 2.0850
H10 -1.0811 -0.5517 -1.7235

Properties
E_HOMO (spin up / spin down): -11.7 / -11.7 eV
2S+1: 1
E_LUMO (spin up / spin down): -6.299 / -6.299 eV
total charge: +1
HOMO-LUMO gap (spin up / spin down): 5.44 / 5.44 eV

***

Molecular formula: C8H10CdO5P
Method: DFT, ωB97M-V with the def2-TZVPD basis set

Cartesian coordinates (Å):
Cd1 0.0187 0.2055 0.0207
P1 1.8105 -1.4624 1.9773
O1 -0.4118 1.1997 3.1336
O2 -0.5050 -3.2277 -0.5113
O3 3.4708 0.4657 -0.7851
O4 -0.0103 2.3003 -4.9262
O5 -3.4142 -0.3198 -0.4670
C1 -2.4609 0.3296 -0.4978
C2 2.8775 -2.7850 1.3202
C3 -0.2370 -2.0990 -0.5074
C4 0.8488 -2.5569 3.0646
C5 2.9592 -0.6413 3.1866
C6 -0.0144 1.7615 -3.8959
C7 2.4532 0.4707 -0.2759
C8 -0.0494 0.9531 2.0673
H1 1.6064 -3.1948 3.5754
H2 0.1878 -3.1483 2.4167
H3 2.2797 -3.3477 0.5924
H4 3.7244 -0.0666 2.6209
H5 0.2356 -1.9676 3.7671
H6 2.3657 0.0485 3.8203
H7 3.4323 -1.4608 3.7846
H8 3.7612 -2.3669 0.7975
H9 0.1856 -0.5528 -1.6017
H10 3.1357 -3.4150 2.2061

Properties
E_HOMO: -11.9 eV
2S+1: 1
E_LUMO: -4.953 eV
total charge: +1
HOMO-LUMO gap: 6.95 eV

***

Molecular formula: C8H10Cl2CuN2
Method: DFT, ωB97M-V with the def2-TZVPD basis set

Cartesian coordinates (Å):
Cu1 -0.3675 -1.1234 -1.3216
Cl1 0.5141 -0.5186 -5.7364
Cl2 -2.3530 -5.1134 -0.6602
N1 -2.4829 2.5924 0.8131
N2 3.8212 -2.3854 0.0036
C1 -4.2683 1.2897 0.4224
C2 -3.4820 1.8239 1.3831
C3 2.9851 -0.7771 1.3664
C4 -3.7870 1.7079 -0.7922
C5 3.2594 -2.1530 1.2595
C6 4.0169 -1.1152 -0.5416
C7 3.5841 -0.1369 0.3387
C8 -2.6703 2.5125 -0.5241
H1 -5.0663 0.6343 0.7387
H2 3.0398 -2.9794 1.9192
H3 -4.2264 1.4402 -1.7417
H4 4.0110 -3.2829 -0.4190
H5 -1.8573 3.2380 1.2734
H6 -3.5192 1.8415 2.4623
H7 2.4972 -0.3327 2.2214
H8 4.5130 -0.9979 -1.4937
H9 -1.9028 2.9130 -1.1698
H10 3.7409 0.9225 0.1986

Properties
E_HOMO (spin up / spin down): -8.7 / -7.2 eV
2S+1: 2
E_LUMO (spin up / spin down): -2.891 / -4.434 eV
HOMO-LUMO gap (spin up / spin down): 5.76 / 2.73 eV

***

Molecular formula: C8H10ClN3O
Method: DFT, ωB97M-V with the def2-TZVPD basis set

Cartesian coordinates (Å):
Cl1 -0.1813 2.1706 0.2690
O1 3.5888 -0.2057 1.3897
N1 2.8431 0.2174 -0.7909
N2 0.3254 -0.4719 -0.3980
N3 4.1112 0.8854 -0.9411
C1 -1.0753 -0.2982 -0.1624
C2 -3.4057 -0.9178 -0.0264
C3 -2.0740 -1.2221 -0.3307
C4 -3.7795 0.4725 0.1811
C5 1.2495 -0.7080 0.7567
C6 -2.8326 1.4040 0.1668
C7 2.6507 -0.2316 0.5147
C8 -1.4754 0.9630 0.0861
H1 1.9298 1.0685 -1.0027
H2 1.4263 -1.8387 1.0797
H3 4.6489 0.1138 -1.5038
H4 -4.8529 0.6771 0.2215
H5 -4.2298 -1.7290 -0.0365
H6 -2.9810 2.5506 0.1213
H7 -1.7157 -2.2349 -0.4644
H8 4.6147 1.0152 0.1001
H9 0.3934 -1.3214 -0.9890
H10 0.8214 -0.3589 1.7593

Properties
E_HOMO: -9.1 eV
SMILES: NNC(=O)CNc1ccccc1Cl
2S+1: 1
E_LUMO: 0.658 eV
HOMO-LUMO gap: 9.76 eV

***

Molecular formula: C8H10ClNOS
Method: DFT, ωB97M-V with the def2-TZVPD basis set

Cartesian coordinates (Å):
Cl1 -2.3618 1.8750 -4.2917
S1 0.2122 0.0141 2.0549
O1 0.1026 -0.7890 3.2725
N1 -2.4611 0.0273 -2.4077
C1 -0.7949 -0.6492 0.8448
C2 2.1320 -1.5263 1.0289
C3 1.8867 -0.1390 1.3179
C4 -0.7796 1.6755 -2.0848
C5 -1.0639 -0.0119 -0.4109
C6 -0.3942 1.1457 -0.8583
C7 -1.8310 1.0975 -2.8374
C8 -2.1333 -0.4986 -1.2611
H1 1.5392 -2.0318 0.1176
H2 1.9555 -1.9756 1.9441
H3 -2.7215 -1.4110 -0.8715
H4 -0.2318 2.5263 -2.3201
H5 1.9325 0.6529 0.5826
H6 3.1550 -1.8056 0.7707
H7 2.5854 0.1834 2.0178
H8 -1.4627 -1.4630 1.1450
H9 0.4107 1.3828 2.5460
H10 0.3242 1.7204 -0.2994

Properties
E_HOMO: -7.5 eV
SMILES: CC[S@H](=O)=Cc1ccc(Cl)nc1
2S+1: 1
E_LUMO: -0.353 eV
HOMO-LUMO gap: 7.19 eV

***

Molecular formula: C8H10CrN2O5
Method: DFT, ωB97M-V with the def2-TZVPD basis set

Cartesian coordinates (Å):
Cr1 -0.0735 -0.0348 -0.8308
O1 -2.9705 0.2634 -0.0054
O2 -0.0187 -2.8903 0.1012
O3 0.1436 2.5935 0.5687
O4 2.7314 -0.1118 0.3671
O5 -0.0965 -0.0861 1.4120
N1 -0.2388 -0.1844 3.7439
N2 -1.6197 -1.4138 2.3776
C1 -0.0492 -1.8241 -0.3920
C2 1.7012 -0.1115 -0.2168
C3 -0.5996 -0.5174 2.4883
C4 0.7965 0.6841 4.1654
C5 0.0269 0.6625 -4.2604
C6 -0.0363 -0.6726 -4.3220
C7 -1.8895 0.1076 -0.4571
C8 0.0714 1.7184 -0.1886
H1 0.4517 1.5298 4.7755
H2 -1.9677 -1.6178 1.4480
H3 1.5697 0.1874 4.7641
H4 -2.0831 -1.7814 3.1857
H5 -0.7236 -0.6914 4.4425
H6 -0.8743 1.2782 -4.3236
H7 1.1743 1.0109 3.2046
H8 0.8642 -1.2801 -4.4216
H9 -0.9903 -1.1891 -4.4395
H10 0.9820 1.1914 -4.3091

Properties
E_HOMO (spin up / spin down): -19.9 / -20.1 eV
2S+1: 4
E_LUMO (spin up / spin down): -13.792 / -16.624 eV
total charge: +3
HOMO-LUMO gap (spin up / spin down): 6.07 / 3.51 eV

***

Molecular formula: C8H10F3NPb
Method: DFT, ωB97M-V with the def2-TZVPD basis set

Cartesian coordinates (Å):
Pb1 0.3312 -0.0061 0.4255
F1 -0.5376 -1.5318 2.9804
F2 0.4917 -2.9042 1.5267
F3 1.6903 -1.3737 2.6701
N1 2.1841 -0.6465 -0.5641
C1 -1.6927 0.8327 -1.2793
C2 -0.8570 0.0266 -2.0878
C3 -1.8650 -1.3148 -0.5263
C4 1.9283 1.7646 0.5487
C5 -0.9674 -1.3110 -1.6285
C6 -2.3077 0.0069 -0.3234
C7 0.6378 2.3372 0.6283
C8 0.4678 -1.6159 2.0404
H1 2.4245 1.3605 1.4420
H2 -0.5311 -2.1776 -2.1016
H3 0.0788 2.3788 1.5740
H4 -1.8178 1.9081 -1.3958
H5 3.0762 -0.9958 -0.9146
H6 -0.2982 0.3443 -2.9585
H7 -2.1899 -2.2015 0.0080
H8 -3.0033 0.3286 0.4579
H9 0.1845 2.8703 -0.2105
H10 2.5725 1.9204 -0.3115

Properties
E_HOMO (spin up / spin down): -7.4 / -7.5 eV
2S+1: 1
E_LUMO (spin up / spin down): -2.050 / -2.147 eV
HOMO-LUMO gap (spin up / spin down): 5.33 / 5.30 eV

***

Molecular formula: C8H10F3NRu
Method: DFT, ωB97M-V with the def2-TZVPD basis set

Cartesian coordinates (Å):
Ru1 -0.2225 0.2182 0.0995
F1 0.8458 1.4985 2.5423
F2 -0.4112 -0.2775 3.0507
F3 1.6393 -0.5639 2.2575
N1 -1.3682 -1.0558 0.6542
C1 0.3820 0.6754 -1.8962
C2 -1.1384 1.9279 -0.6611
C3 0.2002 2.2312 -0.2098
C4 -1.0115 0.9470 -1.7177
C5 0.7974 -1.6697 -0.4851
C6 1.1301 1.4605 -0.9776
C7 0.5113 0.2244 2.1612
C8 -0.3165 -2.4460 0.2669
H1 0.8667 -1.9114 -1.5404
H2 -2.2792 -1.0335 1.0915
H3 0.4690 3.0107 0.5283
H4 1.8033 -1.7688 -0.1369
H5 -0.0403 -2.7014 1.3317
H6 2.2371 1.4874 -0.8826
H7 -1.8364 0.4760 -2.2593
H8 -2.0645 2.2786 -0.2001
H9 0.8311 0.0161 -2.6649
H10 -1.0246 -3.0238 -0.3519

Properties
E_HOMO (spin up / spin down): -5.2 / -9.1 eV
2S+1: 5
E_LUMO (spin up / spin down): 0.802 / -1.420 eV
HOMO-LUMO gap (spin up / spin down): 5.97 / 7.69 eV